One molecule with the formula C21H27ClN2O5. Source: the OMol25 dataset; level of theory: ωB97M-V/def2-TZVPD.

Last column: Mulliken charge in e.
Positions of all 56 atoms, in Å:
C: -4.47875 7.15486 -4.09277  -0.73
O: -4.24636 5.79950 -4.47336  -0.57
C: -3.02298 5.32345 -4.09337  0.03
C: -1.96980 5.33226 -5.01109  0.86
C: -2.18142 5.87878 -6.39465  -1.47
C: -0.74472 4.81326 -4.62020  -0.22
C: -0.55548 4.27116 -3.35439  0.34
C: 0.79943 3.72719 -3.00880  0.21
O: 1.81863 4.16495 -3.52282  -0.61
N: 0.81993 2.72786 -2.09312  -0.10
C: 2.06443 2.10831 -1.66903  -0.82
C: 2.60106 1.09472 -2.67331  -0.14
C: 3.90471 0.47074 -2.20875  -0.78
O: 4.84738 1.49987 -1.96839  -0.21
C: 6.15383 1.27402 -2.46107  -0.48
C: 6.82120 2.63242 -2.57362  -0.95
N: 6.04323 3.51117 -3.41978  -0.15
C: 6.21875 3.52860 -4.76860  0.29
O: 7.12878 2.96574 -5.34622  -0.64
C: 5.15337 4.26509 -5.44321  0.23
C: 4.15513 4.77496 -5.87086  -1.07
C: 2.90081 5.34148 -6.33786  1.33
C: 3.01119 6.47597 -7.36376  -0.86
C: 1.63525 6.43736 -8.03867  -0.38
O: 1.05876 5.15770 -7.74359  -0.42
C: 2.04047 4.34754 -7.11582  -0.85
C: -1.60764 4.26137 -2.44900  -0.79
C: -2.83231 4.78650 -2.82455  0.18
Cl: -4.14789 4.76417 -1.69478  -0.21
H: -5.46516 7.41601 -4.46648  0.28
H: -4.45878 7.26509 -3.00706  0.29
H: -3.73141 7.81596 -4.53881  0.26
H: -1.30020 5.70006 -7.00862  0.30
H: -3.04513 5.40874 -6.86516  0.35
H: -2.37850 6.95238 -6.36985  0.31
H: 0.08059 4.82519 -5.31950  0.35
H: -0.05009 2.29488 -1.83840  0.30
H: 2.79858 2.89765 -1.51917  0.21
H: 1.88811 1.63145 -0.70261  0.44
H: 1.86344 0.30252 -2.83231  0.31
H: 2.76268 1.59950 -3.62837  0.15
H: 3.75415 -0.10739 -1.28815  0.34
H: 4.27860 -0.21747 -2.97297  0.41
H: 6.72294 0.61677 -1.79240  0.29
H: 6.11001 0.80959 -3.45269  0.43
H: 6.91282 3.08636 -1.58635  0.37
H: 7.81469 2.52673 -3.00514  0.44
H: 5.15065 3.82877 -3.07618  0.28
H: 2.33551 5.67093 -5.46231  0.26
H: 3.22906 7.43835 -6.90482  0.34
H: 3.80499 6.24759 -8.07547  0.36
H: 0.96177 7.20178 -7.64509  0.27
H: 1.70691 6.56486 -9.12079  0.35
H: 2.64859 3.81430 -7.85595  0.46
H: 1.54048 3.62103 -6.47633  0.26
H: -1.48921 3.88257 -1.44256  0.58

Gap between HOMO and LUMO   9.80 eV
SMILES   COc1c(C)cc(C(=O)NCCCOCCNC(=O)C#C[C@H]2CCOC2)cc1Cl
Total charge   0
Energy above the lowest of the compared OMol25 structures with the same formula, charge and spin   42.9 kcal/mol
HOMO   -9.3 eV
Maximum force   0.16 eV Å⁻¹
Total energy   -1762.27678 a.u.

C21H27ClN4O2 as an isolated structure in a non-equilibrium geometry. Source: the OMol25 dataset; level of theory: ωB97M-V/def2-TZVPD.

Last column: Mulliken charge in e.
Positions of all 55 atoms, in Å:
C: -2.85848 -2.26608 4.85593  -1.19
H: -3.72399 -1.74314 4.37512  0.23
H: -2.64795 -2.00674 5.80302  0.53
H: -2.81715 -3.25941 4.73182  0.46
O: -1.73231 -1.40455 4.21508  -0.36
C: -0.53751 -1.93506 4.56453  0.66
C: -0.30283 -2.90990 5.56785  -1.11
C: 1.33510 -3.08051 5.80199  -0.62
C: 2.30392 -2.42369 5.15105  -0.18
C: 1.86481 -1.48060 4.08721  0.14
C: 0.67374 -1.43861 3.77936  -0.32
N: 0.37011 -0.33136 2.93073  0.28
C: 1.18132 0.89906 2.49241  -0.84
C: 0.49955 1.84584 1.87573  -0.98
N: -0.26513 1.66259 0.81686  0.57
C: -1.45706 0.53008 1.28561  -0.95
C: -0.77775 -0.54517 1.74522  -0.41
H: -1.46285 -1.39757 2.10151  0.35
H: 0.07082 -1.08861 0.79449  0.12
H: -2.03222 0.21897 0.36866  0.37
H: -1.91836 1.04512 2.07209  0.46
C: -1.00213 2.54396 0.22140  -0.75
H: -1.78098 2.28532 -0.47183  0.37
C: -0.04109 3.22536 -0.77914  -0.94
N: 0.88093 2.41198 -1.74824  -0.51
C: 0.02407 2.25656 -3.04829  0.26
O: -0.82221 3.22554 -3.40822  -0.62
N: 0.52756 0.98682 -3.65440  -0.02
C: 0.02370 0.55658 -4.78723  -0.01
C: -0.83068 1.29324 -5.73670  -0.78
C: -0.91171 0.75874 -7.01209  -0.63
C: -0.33434 -0.27610 -7.36174  -0.05
C: 0.44827 -1.07188 -6.61223  -0.89
C: 0.67656 -0.46716 -5.23755  1.39
C: 1.64270 -1.29483 -4.36478  -1.30
H: 1.27285 -1.83625 -3.60612  0.48
H: 2.67857 -0.61438 -4.15059  0.24
H: 1.85362 -2.38479 -4.96684  0.26
H: 0.92546 -2.00087 -6.90531  0.27
H: -0.61685 -0.93413 -8.33134  0.14
H: -1.87695 1.33126 -7.68579  0.10
H: -1.33491 1.97243 -5.27459  0.76
H: 1.01895 0.49005 -2.95488  0.34
H: 0.81101 1.64227 -1.15538  0.50
H: -0.32563 4.12201 -1.32030  0.66
H: 0.84689 3.93362 -0.39219  0.25
H: -1.41183 3.56587 0.82820  0.26
H: 1.08554 2.78961 1.52208  0.38
H: 0.01211 2.36389 2.69826  0.39
H: 1.81589 0.85837 3.41868  0.47
H: 1.93322 0.30148 1.62741  0.23
H: 2.75364 -1.03009 3.55517  0.44
Cl: 3.96861 -2.67096 5.28162  -0.22
H: 1.33766 -3.82641 6.49503  0.47
H: -1.01425 -3.39771 5.90163  0.84

Gap between HOMO and LUMO   8.30 eV
Total charge   0
Energy above the lowest of the compared OMol25 structures with the same formula, charge and spin   458.4 kcal/mol
HOMO   -7.9 eV
Maximum force   15.10 eV Å⁻¹
Total energy   -1645.45049 a.u.

A 2-piece molecular cluster, C21H27ClN6O3 overall in a non-equilibrium geometry. Source: the OMol25 dataset; level of theory: ωB97M-V/def2-TZVPD.

Last column: Mulliken charge in e.
Positions of all 58 atoms, in Å:
O: -6.63608 -2.31520 1.16946  -0.63
O: -4.90895 -3.14120 -2.36190  -0.70
Cl: 6.90506 6.72321 -2.56831  -0.18
N: 3.02496 1.22796 1.33246  -0.90
N: 5.40891 4.60457 -1.93443  -0.57
O: 1.24113 -0.77961 2.57583  -0.72
C: -6.05342 -1.24919 1.29735  0.60
C: -5.29014 -2.19636 -1.68060  0.14
C: 3.48875 0.61294 0.31375  0.41
C: 5.16033 3.45688 -1.27822  -0.16
C: 6.58238 5.22334 -1.73838  0.08
C: 7.55159 4.70156 -0.88036  -0.28
C: 0.18401 -2.07274 0.85346  -0.50
C: -1.14505 -0.97802 2.58400  -0.76
C: 7.31310 3.50705 -0.20518  -0.63
C: -0.99719 -2.54938 0.25433  -0.72
C: -2.32172 -1.48372 1.99849  -0.32
C: 0.10922 -1.27204 2.01222  0.53
C: 6.09078 2.86109 -0.40973  0.83
C: -2.25490 -2.25209 0.81785  0.44
N: -6.44500 -1.62306 -2.05323  -0.15
N: 2.76445 -0.33432 -0.32866  -0.03
N: 4.70268 0.80465 -0.27988  0.24
N: -5.03486 -0.85998 0.52836  0.00
C: -6.47943 -0.28143 2.37726  -1.30
C: -7.07776 -0.37445 -1.62615  -0.78
C: 5.78687 1.58498 0.34077  -1.28
C: 3.47211 -0.72060 -1.56200  -0.61
C: 4.88547 -0.14551 -1.38261  -0.56
C: -3.51966 -2.76637 0.14282  -1.28
C: -4.39076 -1.67113 -0.52036  -0.05
H: 2.10327 0.95363 1.66681  0.25
H: 2.03648 -1.13630 2.16887  0.37
H: 4.19402 2.98711 -1.43374  0.43
H: 8.48327 5.24043 -0.75021  0.40
H: 1.14379 -2.32077 0.42638  0.51
H: -1.18816 -0.38151 3.48301  0.44
H: 8.06082 3.09665 0.46923  0.41
H: -0.93816 -3.15528 -0.63996  0.38
H: -3.27536 -1.28941 2.46476  0.55
H: -6.90590 -2.12944 -2.79356  0.27
H: 1.77150 -0.12914 -0.38060  0.26
H: -4.62155 0.03460 0.73041  0.34
H: -5.62651 -0.04320 3.00923  0.33
H: -6.86944 0.62541 1.92023  0.32
H: -7.25648 -0.74755 2.98202  0.36
H: -7.74413 -0.01666 -2.41331  0.35
H: -7.67458 -0.54953 -0.72917  0.21
H: -6.32700 0.39298 -1.43441  0.28
H: 5.52677 1.84185 1.37444  0.39
H: 6.68799 0.96423 0.38816  0.36
H: 3.50350 -1.80735 -1.69201  0.29
H: 2.98899 -0.27227 -2.43677  0.32
H: 5.59278 -0.93371 -1.10442  0.33
H: 5.23398 0.34524 -2.29734  0.29
H: -4.11386 -3.31825 0.87235  0.39
H: -3.21316 -3.48722 -0.61463  0.54
H: -3.68980 -1.00637 -1.02418  0.49

Gap between HOMO and LUMO   9.01 eV
SMILES   CNC(=O)[C@H](Cc1ccc(O)cc1)NC(C)=O.[H]/N=C1\NCCN1Cc1ccc(Cl)nc1
Total charge   0
Energy above the lowest of the compared OMol25 structures with the same formula, charge and spin   28.8 kcal/mol
HOMO   -8.6 eV
Maximum force   2.66 eV Å⁻¹
Total energy   -1830.90522 a.u.

One molecule with the formula C21H27FN2O3. Source: the OMol25 dataset; level of theory: ωB97M-V/def2-TZVPD.

Last column: Mulliken charge in e.
Positions of all 54 atoms, in Å:
C: 0.30914 -2.03817 3.66647  -1.18
C: 1.45200 -2.11407 2.66081  -0.35
C: 1.56809 -0.82799 1.84474  0.50
C: 2.80896 -0.77279 0.95212  -1.06
C: 2.93971 -1.90493 -0.06872  -0.73
H: 2.96912 -2.86708 0.44350  0.55
H: 3.89249 -1.78061 -0.58653  0.50
C: 1.80870 -1.95395 -1.10494  -0.98
N: 1.68581 -0.69486 -1.81917  0.10
C: 2.72478 -0.34626 -2.59805  -0.11
C: 2.88805 0.87085 -3.18359  -0.82
C: 1.91339 1.91592 -2.96801  1.80
O: 2.03391 3.06598 -3.41459  -0.91
C: 0.75679 1.49277 -2.19213  0.39
C: -0.28855 2.39914 -1.99023  -1.07
C: -1.41207 2.04563 -1.30041  0.66
C: -1.60378 0.73878 -0.79194  -0.02
C: -0.54458 -0.15230 -1.00197  -1.04
C: 0.63892 0.19568 -1.65016  -0.45
H: -0.69930 -1.17066 -0.68922  1.15
N: -2.74583 0.31630 -0.17384  0.03
C: -4.02021 0.99416 -0.28459  -1.09
H: -4.04104 1.61933 -1.17410  0.52
C: -4.33798 1.80525 0.97215  -0.52
C: -4.32173 0.88092 2.18630  -0.93
C: -2.99159 0.13603 2.24985  -0.57
H: -2.99315 -0.57570 3.07715  0.46
H: -2.17991 0.84836 2.41468  0.26
C: -2.73328 -0.61117 0.93587  -0.51
H: -1.77572 -1.12473 0.99868  0.14
H: -3.51843 -1.36012 0.77739  0.24
H: -4.47321 1.45506 3.10159  0.41
H: -5.13767 0.15834 2.10437  0.34
H: -5.31422 2.27797 0.86311  0.35
H: -3.59226 2.59211 1.09263  0.32
H: -4.78469 0.21588 -0.40826  0.44
F: -2.34164 3.01209 -1.09592  -0.37
H: -0.18147 3.40032 -2.37848  0.53
C: 4.10512 1.09327 -4.02206  0.43
O: 4.90903 0.21160 -4.21354  -0.62
O: 4.23915 2.30830 -4.52694  -0.56
H: 3.46744 2.87763 -4.24065  0.43
H: 3.48694 -1.09583 -2.76402  0.54
H: 2.02232 -2.74531 -1.83023  0.33
H: 0.87342 -2.19736 -0.60984  0.27
H: 2.81594 0.18487 0.42569  0.36
H: 3.69620 -0.79837 1.58826  0.45
H: 1.61847 0.01760 2.53486  0.54
H: 0.66855 -0.69033 1.24270  -0.63
H: 2.38976 -2.28620 3.19315  0.35
H: 1.28422 -2.96595 1.99859  0.31
H: 0.24402 -2.95875 4.24144  0.40
H: 0.46261 -1.21260 4.35759  0.35
H: -0.64076 -1.88407 3.15844  0.10

Gap between HOMO and LUMO   8.34 eV
SMILES   CCCCCCn1cc(C(=O)O)c(=O)c2cc(F)c(N3CCCCC3)cc21
Total charge   0
Energy above the lowest of the compared OMol25 structures with the same formula, charge and spin   2.9 kcal/mol
HOMO   -8.3 eV
Maximum force   0.79 eV Å⁻¹
Total energy   -1251.57128 a.u.